Entry 1:
DFT (ωB97M-V/def2-TZVPD) results for 2 unconnected molecules or ions with the total composition C4H8NO2 in a non-equilibrium geometry.

F_max in eV/A: 4.7
Highest occupied orbital energy in eV: -2.67
Gap between HOMO and LUMO in eV: 2.37
Electronic energy in Eh: -362.21072
Energy relative to the best compared isomer or geometry (same formula, charge and spin) in kcal/mol: 196.7
E_LUMO in hartree: -0.01107
Net charge: -1

Each line ends with the Mulliken charge.
Geometry (Å):
N -2.43 -0.50 0.30  -0.4496
H -1.04 1.05 -1.52  0.2861
H -3.25 -2.12 1.41  0.2675
H 3.12 0.28 -2.24  0.0976
C -1.34 0.18 0.40  0.1128
O 4.76 1.12 -1.57  -0.7593
H 0.36 1.30 -0.26  0.2660
H 3.10 0.78 -0.48  0.0245
H 3.94 -0.78 -1.10  0.1779
O -2.50 -0.81 2.69  -0.6539
C -0.61 0.92 -0.53  -0.4628
C -3.10 -1.02 1.56  -0.1836
C 3.72 0.29 -1.27  -0.2835
H -0.65 -0.12 1.25  0.2509
H -4.08 -0.57 1.35  0.3092


Entry 2:
DFT (ωB97M-V/def2-TZVPD) results for a gas-phase ion, C4H8NO2 (charge -1) in a non-equilibrium geometry.

F_max in eV/A: 4.6
Highest occupied orbital energy in eV: -3.85
Gap between HOMO and LUMO in eV: 7.95
Electronic energy in Eh: -362.47089
Energy relative to the best compared isomer or geometry (same formula, charge and spin) in kcal/mol: 33.5
E_LUMO in hartree: 0.15077
Net charge: -1

Each line ends with the Mulliken charge.
Geometry (Å):
O -2.18 1.03 -1.63  -0.7914
H 1.50 -0.62 1.85  0.3203
H 2.17 0.94 1.30  0.3468
C -0.70 0.26 0.11  0.1537
H 2.75 -0.61 0.73  0.3015
H -0.88 0.88 1.05  0.2540
C 0.68 -0.19 0.02  -0.4649
C 1.84 -0.01 1.00  -1.2436
H 0.52 -1.29 -0.11  0.1765
H -2.62 -0.44 0.14  0.3297
H 1.03 0.08 -1.02  0.3746
C -0.93 0.98 -1.26  0.5071
H -1.54 -1.49 -0.55  0.2972
N -1.67 -0.91 0.31  -0.8558
O 0.02 1.40 -1.92  -0.7057


Entry 3:
DFT (ωB97M-V/def2-TZVPD) results for 2 unconnected molecules or ions with the total composition C4H8NO2 in a non-equilibrium geometry.

F_max in eV/A: 3.7
Highest occupied orbital energy in eV: -3.22
Gap between HOMO and LUMO in eV: 3.89
Electronic energy in Eh: -362.23919
Energy relative to the best compared isomer or geometry (same formula, charge and spin) in kcal/mol: 178.9
E_LUMO in hartree: 0.02468
Net charge: -1

Each line ends with the Mulliken charge.
Geometry (Å):
H -0.92 0.49 -1.49  0.3983
O -2.34 -1.52 0.64  -0.7227
H 2.56 -0.09 -0.49  0.3013
C 0.10 0.63 -1.12  -0.1169
H -3.39 0.22 1.12  0.1780
O 2.48 -0.30 1.54  -0.7088
N 0.78 1.27 -2.05  -0.6923
H -4.14 -0.86 -0.13  0.2302
H -0.11 -0.38 0.78  0.3788
H 2.35 1.32 0.60  0.3191
H -2.78 0.19 -0.51  -0.0345
C -3.16 -0.52 0.31  -0.4044
C 2.02 0.28 0.40  -0.7011
C 0.57 0.13 0.10  0.3022
H 1.63 1.68 -1.64  0.2729


Entry 4:
DFT (ωB97M-V/def2-TZVPD) results for a gas-phase ion, C4H8NO2 (charge -1).

F_max in eV/A: 1.0
Highest occupied orbital energy in eV: -3.62
Gap between HOMO and LUMO in eV: 7.30
Electronic energy in Eh: -362.51022
Energy relative to the best compared isomer or geometry (same formula, charge and spin) in kcal/mol: 8.8
E_LUMO in hartree: 0.13530
Net charge: -1

Each line ends with the Mulliken charge.
Geometry (Å):
H 2.33 -0.50 1.02  0.3029
O -1.70 2.76 -0.06  -0.7435
N -1.06 0.72 -0.86  -0.2374
C 0.60 -0.96 -0.15  -0.3013
H 0.93 -1.04 1.97  0.3457
C -2.10 1.65 -0.47  0.5220
C 1.50 -1.20 1.07  -1.3203
O -3.26 1.22 -0.65  -0.7723
H -0.33 -1.49 0.01  0.3266
H 1.85 -2.22 1.06  0.3817
H 0.33 0.97 0.69  0.3622
C 0.24 0.53 -0.30  -0.5613
H 1.10 -1.39 -1.03  0.3115
H -1.42 -0.07 -1.38  0.2195
H 1.02 1.02 -0.90  0.1640